No. 1
C3H7NO2 | the ωB97M-V functional and the def2-TZVPD basis

Structure (XYZ):
```
13
C3H7NO2 (the ωB97M-V functional and the def2-TZVPD basis)
C -0.79377 -0.92745 -0.31263
O -1.38991 1.10030 0.55408
O -2.32725 2.15430 0.47426
H -2.02800 2.57326 -0.35009
H -0.43988 -1.21881 -1.29860
H -0.57960 -1.67642 0.44599
H -1.85903 -0.75116 -0.40699
C 1.88510 -0.55297 0.07925
C 0.60064 0.19939 0.12847
N 0.32283 1.34599 0.47088
H 1.92123 -1.17677 -0.81597
H 1.95900 -1.20811 0.95015
H 2.72865 0.13844 0.08120
```

frontier orbital gap (alpha / beta)	0.365 / 0.365	hartree
energy	-8802.7742	eV
energy relative to the best compared isomer or geometry (same formula, charge and spin)	178.8	kcal per mole
HOMO energy (alpha / beta)	-9.5 / -9.5	eV
total charge	0


No. 2
C42H44CoN4O3S3 | the ωB97M-V functional and the def2-TZVPD basis

Structure (XYZ):
```
97
C42H44CoN4O3S3 (the ωB97M-V functional and the def2-TZVPD basis)
Co 0.47631 -0.34410 -0.08357
S -0.34075 -5.87603 -1.86794
C -0.99202 -7.43528 -2.10205
C -2.35001 -7.42831 -2.03190
C -2.87281 -6.13398 -1.78211
C -1.90392 -5.17653 -1.66564
C -2.08127 -3.74308 -1.41371
C -0.97408 -2.92983 -1.10833
N -1.04541 -1.63643 -0.88101
C -2.26362 -1.06035 -0.90359
C -3.43114 -1.75917 -1.21503
C -4.67175 -1.03501 -1.27073
C -4.71083 0.29330 -1.03787
C -3.51860 1.02254 -0.70125
C -3.49014 2.40461 -0.47160
C -2.29839 3.02457 -0.16564
C -1.15281 2.21304 -0.04624
N -1.15240 0.91409 -0.25194
C -2.31575 0.32608 -0.60701
C -2.17289 4.46482 0.06940
C -1.02591 5.21034 0.12563
C -1.27151 6.58584 0.36317
C -2.59853 6.86091 0.48348
S -3.55585 5.46061 0.31049
C -3.31539 -3.12927 -1.47626
H -0.33723 -8.27341 -2.28121
H -2.95732 -8.31353 -2.15099
H -3.93050 -5.93335 -1.68094
H 0.00943 -3.36695 -1.06232
H -5.57584 -1.57777 -1.51750
H -5.64592 0.83617 -1.09771
H -4.40835 2.97471 -0.55356
H -0.21943 2.66161 0.24560
H -0.03416 4.80489 -0.02600
H -0.49780 7.33601 0.43649
H -3.06652 7.81505 0.66703
H -4.20121 -3.69485 -1.73627
C 4.44104 2.69094 2.91926
C 4.08865 1.20538 2.73146
C 4.58152 0.68016 1.38346
C 2.66481 0.91944 3.25436
C 2.63759 0.86130 4.65020
C 1.48275 0.64934 5.37305
C 0.29318 0.46788 4.69628
C 0.24701 0.50241 3.31156
C -1.10757 0.33405 2.64377
C -1.87789 -0.89039 3.14025
C -1.94347 1.60778 2.79800
C 1.42624 0.75139 2.59156
N 1.29929 0.87588 1.16378
C 1.91689 1.83144 0.53800
C 1.89350 1.82188 -0.85574
C 2.46510 2.61243 -1.84848
C 2.16991 1.98287 -3.04790
C 1.41804 0.82525 -2.76703
N 1.24227 0.74645 -1.43245
C 0.90792 -0.16987 -3.78477
C 1.52010 0.12806 -5.15615
C 1.32178 -1.58996 -3.37903
C -0.61587 -0.05588 -3.91201
H 5.43168 2.89789 2.51031
H 4.44739 2.95991 3.97609
H 3.73437 3.36670 2.43254
H 4.70506 0.66908 3.45473
H 4.24024 1.23790 0.51350
H 4.32440 -0.36217 1.24288
H 5.67061 0.75757 1.38641
H 3.57418 0.97940 5.18242
H 1.51299 0.61612 6.45454
H -0.61993 0.29900 5.25186
H -0.94006 0.18593 1.57891
H -2.15146 -0.79663 4.19182
H -1.29119 -1.79861 3.01661
H -2.80780 -0.99429 2.57484
H -2.13902 1.81707 3.85159
H -2.90766 1.50037 2.29412
H -1.42892 2.47890 2.38309
H 2.40989 2.61469 1.10015
H 3.05756 3.50233 -1.69866
H 2.47909 2.30078 -4.02965
H 2.61051 0.10330 -5.11878
H 1.20717 1.10356 -5.53270
H 1.18768 -0.62571 -5.87167
H 2.40884 -1.67746 -3.34229
H 0.93919 -2.31175 -4.10484
H 0.93632 -1.85633 -2.39711
H -0.90137 0.95354 -4.21525
H -1.11079 -0.28054 -2.97185
H -0.98404 -0.75692 -4.66535
C 2.08455 -3.86960 0.46383
S 1.90938 -2.22571 1.07629
O 2.77649 -2.11397 2.19899
O 0.46641 -1.93429 1.31899
O 2.18576 -1.31288 -0.09121
H 1.59709 -4.54153 1.16906
H 3.15102 -4.08228 0.42192
H 1.65590 -3.95357 -0.52884
```

frontier orbital gap	0.244	hartree
energy	-126500.4307	eV
energy relative to the best compared isomer or geometry (same formula, charge and spin)	0.0	kcal per mole
HOMO energy	-10.2	eV
total charge	+1


No. 3
C5H5N | the ωB97M-V functional and the def2-TZVPD basis

Structure (XYZ):
```
11
C5H5N (the ωB97M-V functional and the def2-TZVPD basis)
C -0.44213 0.36945 -1.35351
C 0.20616 -0.09782 -0.07032
C -0.57806 -0.69256 0.95906
C -1.27869 -1.20287 1.79537
C 1.51408 0.19897 0.18515
N 2.71121 0.39283 0.36481
H -1.21123 1.13010 -1.17198
H 0.29966 0.77966 -2.04579
H -0.92923 -0.47904 -1.84649
H 1.58998 1.29041 0.64833
H -1.88176 -1.68912 2.53538
```

frontier orbital gap (alpha / beta)	0.278 / 0.278	hartree
energy	-6750.0529	eV
energy relative to the best compared isomer or geometry (same formula, charge and spin)	135.0	kcal per mole
HOMO energy (alpha / beta)	-7.9 / -7.9	eV
total charge	0


Which of these has the highest energy relative to the best compared isomer or geometry (same formula, charge and spin)?
C3H7NO2


Look up the energy relative to the best compared isomer or geometry (same formula, charge and spin) of the first one.
178.8 kcal per mole